1.
A structure of composition C24H18BaBrN5O9S in a non-equilibrium geometry. Source: the Open Molecules 2025 dataset; level of theory: ωB97M-V with the def2-TZVPD basis set.

Summary:
- Net charge: -2
- HOMO-LUMO gap: 6.02 eV
- Strongest force on any atom: 2.50 eV/A
- Calculated total energy: -132634.0202 eV
- Energy above the lowest of the compared OMol25 structures with the same formula, charge and spin: 297.2 kJ/mol

```
59
C24H18BaBrN5O9S (ωB97M-V with the def2-TZVPD basis set)
Ba 0.9665 0.0422 -0.8928
O -2.8469 2.8030 0.8239
C -2.0169 1.8711 0.6509
N -0.9660 1.8196 -0.1197
C -0.7108 2.9983 -0.9212
C 0.5266 2.7127 -1.7867
C 1.0263 3.8442 -2.6561
C 1.5905 3.6367 -3.8386
C 1.5435 2.2928 -4.5102
C 0.4822 1.4382 -3.8599
N 0.0267 1.5816 -2.6984
C -2.2099 0.6192 1.4977
C -2.9948 0.7322 2.6479
C -3.1483 -0.3606 3.4788
C -2.5311 -1.5540 3.1291
C -1.7933 -1.5826 1.9553
N -1.6254 -0.5329 1.1578
H -0.4762 3.8675 -0.2866
H -1.5825 3.2693 -1.5340
H 1.0657 4.8256 -2.1899
H 2.0938 4.4408 -4.3686
H 1.2658 2.4393 -5.5639
H 0.1266 0.5860 -4.4481
H -3.4526 1.6919 2.8427
H -3.7374 -0.2876 4.3868
H -2.6132 -2.4425 3.7428
H -1.2988 -2.4995 1.6494
O -3.4340 -2.3661 -2.2395
C -2.0971 -2.1355 -2.1780
O -1.5852 -1.2050 -2.7318
C -1.3718 -3.1700 -1.3865
C -1.8076 -4.4834 -1.3303
C -1.0388 -5.3858 -0.6062
C 0.0804 -4.9262 0.0600
C 0.4205 -3.5743 -0.0266
N -0.2835 -2.7250 -0.7665
C 1.5870 -3.0238 0.8277
O 2.0393 -3.8314 1.6548
O 1.8962 -1.8302 0.6196
H -3.8018 -1.6154 -2.7290
H -2.7149 -4.7790 -1.8380
H -1.3256 -6.4294 -0.5524
H 0.7030 -5.5595 0.6752
O 2.7700 1.5892 -4.5986
S 3.3964 0.8945 -3.1107
O 4.7259 0.5059 -3.5946
O 1.5661 2.3469 -0.9895
O 2.5080 -0.2985 -2.9244
Br 3.4223 2.5491 5.8328
C 2.4627 1.7244 4.4042
C 1.9083 0.4730 4.5930
C 1.2210 -0.0803 3.5200
N 1.0664 0.5328 2.3560
C 1.6124 1.7362 2.1937
C 2.3330 2.3791 3.1979
H 2.0106 -0.0592 5.5277
H 0.7837 -1.0697 3.6028
H 1.4685 2.2112 1.2223
H 2.7684 3.3529 3.0265
```

Atomic partial charges in e from the Mulliken method, atoms 1 to 8: number 1, Ba, carries 1.710; number 2, O, carries -0.883; number 3, C, carries -0.649; number 4, N, carries 0.355; number 5, C, carries -1.573; number 6, C, carries 1.665; number 7, C, carries -1.100; number 8, C, carries -0.659



2.
A structure of composition C24H18BrN4Pd. Source: the Open Molecules 2025 dataset; level of theory: ωB97M-V with the def2-TZVPD basis set.

Summary:
- Net charge: -1
- HOMO-LUMO gap: 6.64 eV
- Strongest force on any atom: 0.65 eV/A
- Calculated total energy: -104666.3852 eV

```
48
C24H18BrN4Pd (ωB97M-V with the def2-TZVPD basis set)
Pd -0.0789 -0.5451 0.3387
C -3.3960 -3.4056 0.2738
C -2.1253 -2.8206 0.4137
N -1.9323 -1.5279 0.3078
C -2.9876 -0.6937 0.0886
C -4.2903 -1.2048 -0.1260
C -4.4606 -2.6039 -0.0179
C -5.3511 -0.3286 -0.4291
C -5.0780 1.0198 -0.5012
C -3.8142 1.5428 -0.2366
C -2.7246 0.7253 0.1125
N -1.4697 1.1085 0.4105
C -1.1974 2.4514 0.6079
C -1.9299 3.2569 1.4585
C -1.5839 4.5958 1.6995
C -0.4886 5.1624 1.1064
C 0.3037 4.3809 0.2354
C 1.4700 4.8796 -0.3881
C 2.2020 4.0641 -1.2010
C 1.7515 2.7423 -1.4093
N 0.6691 2.2554 -0.8737
C -0.0541 3.0369 -0.0358
H -3.5027 -4.4770 0.3754
H -1.2507 -3.4311 0.5925
H -5.4506 -3.0207 -0.1658
H -6.3415 -0.7278 -0.6072
H -5.8687 1.7146 -0.7631
H -3.6767 2.6125 -0.3020
H -2.7805 2.8374 1.9809
H -2.1943 5.1734 2.3844
H -0.2059 6.1907 1.3002
H 1.7708 5.9038 -0.1956
H 3.1122 4.4058 -1.6768
H 2.3289 2.0646 -2.0310
C 1.9163 -6.2989 -0.8204
C 1.5671 -4.8701 -0.5060
C 1.8691 -4.2919 0.7304
C 1.5117 -2.9872 0.9855
C 0.8271 -2.2517 -0.0007
Br 2.1698 0.3156 1.2088
N 0.5821 -2.7873 -1.1913
C 0.9328 -4.0564 -1.4262
H 2.9846 -6.4877 -0.6929
H 1.6556 -6.5424 -1.8512
H 1.3852 -6.9966 -0.1680
H 2.3858 -4.8762 1.4869
H 1.7441 -2.5079 1.9260
H 0.6909 -4.4441 -2.4137
```

Atomic partial charges in e from the Mulliken method, atoms 1 to 8: number 1, Pd, carries 0.109; number 2, C, carries -0.905; number 3, C, carries -0.145; number 4, N, carries -0.126; number 5, C, carries -0.206; number 6, C, carries 1.239; number 7, C, carries -0.595; number 8, C, carries -1.047



3.
A structure of composition C24H18Co2NO8S in a non-equilibrium geometry. Source: the Open Molecules 2025 dataset; level of theory: ωB97M-V with the def2-TZVPD basis set.

Summary:
- Net charge: -2
- HOMO-LUMO gap (alpha / beta): 3.13 / 4.05 eV
- Expectation value of S²: 1.22
- Strongest force on any atom: 6.89 eV/A
- Calculated total energy: -129127.6613 eV
- Energy above the lowest of the compared OMol25 structures with the same formula, charge and spin: 178.7 kJ/mol
- Spin multiplicity: 2

```
54
C24H18Co2NO8S (ωB97M-V with the def2-TZVPD basis set)
O -5.8809 2.4547 -2.6476
C -4.8583 1.9969 -2.3739
Co -3.2902 1.2598 -1.9904
C -4.0267 0.1375 -0.8370
O -4.4989 -0.6232 -0.1047
C -3.0476 0.0631 -3.2640
O -2.8806 -0.7573 -4.0595
C -1.6334 1.4521 -0.8629
C -0.3998 0.8657 -1.1526
C 0.3203 -0.1673 -0.6060
C 0.6788 -1.2121 -1.5552
C 0.2593 -2.5663 -1.4162
C 0.5421 -3.4939 -2.4222
C 1.1935 -3.0848 -3.5898
C 1.5400 -1.7428 -3.7749
C 1.3112 -0.8272 -2.7542
Co -0.9092 2.1103 -2.3233
C -2.3213 3.0021 -3.0600
O -2.7628 3.8811 -3.6876
C -0.5665 1.4016 -3.8869
O -0.3942 1.0213 -4.9653
C 0.3643 3.3370 -2.2388
O 1.1553 4.1802 -2.2351
H -1.8845 1.7353 0.1713
H -0.0879 -0.4087 0.4822
H -0.3508 -2.8519 -0.5510
H 0.2182 -4.5352 -2.2981
H 1.4176 -3.8209 -4.3690
H 1.9706 -1.3990 -4.7150
H 1.5825 0.2214 -2.8756
C 3.2534 -1.2611 2.6661
S 2.6377 -0.6707 1.0158
C 3.0018 -2.2650 0.2285
C 0.8841 -0.7191 1.3170
C 0.5447 0.0756 2.5578
C -0.7327 -0.1643 3.1113
C -1.2274 0.6212 4.1381
C -0.4177 1.6522 4.6505
N -0.9275 2.4873 5.6864
O -0.2003 3.4143 6.1150
O -2.0827 2.2806 6.1274
C 0.8630 1.9076 4.1231
C 1.3362 1.1183 3.0836
H 3.2682 -0.4422 3.3909
H 2.6215 -2.0810 3.0355
H 4.2736 -1.6289 2.5006
H 2.9858 -2.1255 -0.8550
H 4.0050 -2.5596 0.5589
H 2.2633 -3.0109 0.5395
H 0.6657 -1.7925 1.4657
H -1.3425 -0.9735 2.7052
H -2.2136 0.4430 4.5577
H 1.4533 2.7141 4.5523
H 2.3268 1.3505 2.6918
```

Atomic partial charges in e from the Mulliken method, atoms 1 to 8: number 1, O, carries -0.450; number 2, C, carries 0.321; number 3, Co, carries -0.086; number 4, C, carries 0.410; number 5, O, carries -0.416; number 6, C, carries 0.086; number 7, O, carries -0.398; number 8, C, carries -0.931



4.
A structure of composition C24H18F10N7SSn. Source: the Open Molecules 2025 dataset; level of theory: ωB97M-V with the def2-TZVPD basis set.

Summary:
- Net charge: +1
- HOMO-LUMO gap (alpha / beta): 6.20 / 6.41 eV
- Strongest force on any atom: 0.67 eV/A
- Calculated total energy: -79442.5932 eV

```
61
C24H18F10N7SSn (ωB97M-V with the def2-TZVPD basis set)
Sn -0.4660 0.0696 0.5716
N 0.2155 0.9347 4.9951
C -0.3292 0.9143 3.7563
S -0.7193 -0.6574 3.1056
N -0.5068 2.0915 3.1946
N -1.0178 1.9765 1.9285
C -1.6041 3.0090 1.4558
C -2.3024 2.9578 0.1660
C -2.7649 4.1264 -0.4265
C -3.4580 4.0397 -1.6216
C -3.6720 2.7900 -2.1835
C -3.1668 1.6798 -1.5245
N -2.4985 1.7527 -0.3774
H 0.1909 0.1005 5.5542
H 0.3149 1.8281 5.4491
H -1.6427 3.9211 2.0449
H -2.5829 5.0811 0.0485
H -3.8332 4.9332 -2.1024
H -4.2283 2.6718 -3.1024
H -3.3119 0.6853 -1.9306
C 2.1380 -2.0792 -1.9727
N 0.8944 -1.9772 -1.2223
C -0.2792 -2.1271 -2.0678
C -0.4083 -1.0001 -3.0887
N -0.2169 0.2842 -2.4447
C -0.2602 1.4142 -3.1324
C -0.5989 1.6088 -4.5050
F -0.9209 0.5637 -5.2658
C -0.6526 2.8590 -5.0741
F -0.9935 3.0037 -6.3471
C -0.3642 3.9890 -4.3123
F -0.4278 5.1884 -4.8623
C -0.0036 3.8570 -2.9715
F 0.2872 4.9399 -2.2597
C 0.0513 2.6089 -2.4124
F 0.4499 2.5042 -1.1411
C 0.8672 -2.8780 -0.0778
C 1.9139 -2.4996 0.9662
N 1.8776 -1.0702 1.2042
C 2.7870 -0.4567 1.9516
C 3.8003 -1.0414 2.7598
F 3.9298 -2.3640 2.8130
C 4.6419 -0.2755 3.5332
F 5.5663 -0.8514 4.2879
C 4.5246 1.1113 3.5355
F 5.3341 1.8387 4.2810
C 3.5663 1.7382 2.7374
F 3.4864 3.0601 2.7220
C 2.7377 0.9667 1.9718
F 1.8718 1.5807 1.1527
H 2.2633 -3.0701 -2.4330
H 2.9877 -1.8921 -1.3192
H 2.1706 -1.3252 -2.7564
H -1.1605 -2.1346 -1.4179
H -0.2845 -3.0849 -2.6107
H -1.3905 -1.0644 -3.5679
H 0.3216 -1.1302 -3.8938
H 1.0306 -3.9268 -0.3683
H -0.1317 -2.8316 0.3692
H 2.9098 -2.8083 0.6400
H 1.7152 -3.0454 1.8941
```

Atomic partial charges in e from the Mulliken method, atoms 1 to 8: number 1, Sn, carries 0.935; number 2, N, carries -0.379; number 3, C, carries 0.589; number 4, S, carries -0.466; number 5, N, carries -1.341; number 6, N, carries 0.821; number 7, C, carries -0.865; number 8, C, carries 1.059



5.
The molecule C24H18N2O6 in a non-equilibrium geometry. Source: the Open Molecules 2025 dataset; level of theory: ωB97M-V with the def2-TZVPD basis set.

Summary:
- HOMO-LUMO gap: 8.25 eV
- Structure (SMILES): CCOc1ccc(C(=O)Nc2cccc(-c3cc4ccccc4oc3=O)c2)cc1[N+](=O)[O-]
- Strongest force on any atom: 1.22 eV/A
- Calculated total energy: -40443.2423 eV
- Energy above the lowest of the compared OMol25 structures with the same formula, charge and spin: 299.4 kJ/mol

```
50
C24H18N2O6 (ωB97M-V with the def2-TZVPD basis set)
C 2.3141 -3.6828 -0.0162
C 1.5888 -2.8300 1.0105
H 1.9527 -3.0483 2.0228
H 0.5085 -3.0103 0.9607
O 1.8666 -1.4708 0.6907
C 1.2933 -0.4861 1.3740
C 0.4320 -0.6686 2.4638
C -0.2117 0.3984 3.0507
C 0.0026 1.7030 2.6080
C 0.9099 1.9150 1.5883
C 1.5278 0.8415 0.9528
N 2.3223 1.1251 -0.2063
O 3.1169 0.3022 -0.6022
O 2.1221 2.1953 -0.7554
H 1.1205 2.9126 1.2306
C -0.8340 2.8276 3.1549
O -0.4261 3.6968 3.8886
N -2.1422 2.7620 2.7650
C -2.6701 1.7877 1.8973
C -3.7888 1.0364 2.2399
C -4.1685 -0.0248 1.4350
C -3.4104 -0.3914 0.3362
C -2.3126 0.3799 -0.0325
C -2.0037 1.5125 0.7117
H -1.1889 2.1450 0.4015
C -1.3635 -0.0139 -1.0826
C -0.7964 0.8679 -1.9418
C 0.2672 0.4724 -2.8072
C 0.9325 1.3542 -3.6675
C 1.9899 0.9127 -4.4266
C 2.4038 -0.4155 -4.3496
C 1.7622 -1.3053 -3.5151
C 0.6957 -0.8624 -2.7387
O 0.0950 -1.7504 -1.9094
C -0.8951 -1.4020 -1.0478
O -1.2992 -2.2520 -0.2858
H 2.0770 -2.3333 -3.4369
H 3.2410 -0.7507 -4.9420
H 2.5098 1.5983 -5.0776
H 0.6139 2.3844 -3.7037
H -1.1272 1.8964 -1.9726
H -3.6674 -1.2697 -0.2326
H -5.0390 -0.6056 1.6996
H -4.3370 1.2647 3.1419
H -2.7786 3.3893 3.2401
H -0.9030 0.2164 3.8598
H 0.2351 -1.6636 2.8261
H 1.8920 -3.5029 -1.0000
H 3.3691 -3.4237 -0.0344
H 2.2015 -4.7335 0.2341
```

Atomic partial charges in e from the Mulliken method, atoms 1 to 8: number 1, C, carries -1.366; number 2, C, carries -0.339; number 3, H, carries 0.471; number 4, H, carries 0.315; number 5, O, carries -0.305; number 6, C, carries 1.002; number 7, C, carries -0.803; number 8, C, carries -0.343



Q: Number 1 is which compound?
A: C24H18BaBrN5O9S



Q: What is the formula in the fifth record?
A: C24H18N2O6



Q: Which value of strongest force on any atom does entry 2 give?
A: 0.65 eV/A